Record 1
Computed, not measured: a molecular structure, C54H50I2N4OP2PtS, with ωB97M-V with the def2-TZVPD basis set.

Results
- 2S+1 = 1
- net charge = +2
- LUMO level (eV) = -6.886
- Kohn-Sham gap (eV) = 4.577

Positions of all 115 atoms, in Å:
1 Pt 1.400 -0.875 -0.706
2 I 3.419 -5.454 -6.434
3 C 2.910 -4.600 -4.605
4 C 3.824 -4.609 -3.557
5 C 3.480 -4.023 -2.352
6 I 4.858 -3.977 -0.786
7 C 2.224 -3.428 -2.147
8 O 1.930 -2.905 -0.972
9 C 1.324 -3.414 -3.227
10 C 0.001 -2.724 -3.063
11 N 0.217 -1.268 -2.860
12 C 1.036 -0.664 -3.910
13 C 2.497 -0.554 -3.533
14 C 3.469 -0.542 -4.521
15 C 4.799 -0.397 -4.174
16 C 5.131 -0.267 -2.833
17 C 4.119 -0.291 -1.900
18 N 2.825 -0.423 -2.238
19 C 1.670 -4.005 -4.435
20 H 4.797 -5.064 -3.681
21 H -0.537 -3.100 -2.190
22 H -0.615 -2.894 -3.952
23 H -0.677 -0.796 -2.806
24 H 0.661 0.341 -4.121
25 H 0.971 -1.232 -4.842
26 H 3.174 -0.670 -5.555
27 H 5.567 -0.396 -4.935
28 H 6.157 -0.169 -2.510
29 H 4.330 -0.221 -0.842
30 H 0.958 -3.997 -5.252
31 C -3.113 -1.001 6.125
32 S -1.603 -0.046 5.872
33 C -2.171 1.096 4.579
34 C -1.781 0.661 3.171
35 C -0.272 0.649 2.976
36 N 0.100 0.250 1.614
37 P 1.391 0.868 0.666
38 C 0.901 2.540 0.179
39 C 1.749 3.235 -0.686
40 C 1.418 4.510 -1.112
41 C 0.237 5.103 -0.679
42 C -0.609 4.417 0.178
43 C -0.282 3.136 0.606
44 C 2.823 1.104 1.725
45 C 3.019 2.303 2.412
46 C 4.100 2.438 3.267
47 C 4.997 1.390 3.425
48 C 4.820 0.203 2.726
49 C 3.737 0.059 1.874
50 P 0.056 -1.333 0.982
51 C 0.542 -2.497 2.243
52 C 1.839 -3.010 2.186
53 C 2.299 -3.824 3.210
54 C 1.473 -4.118 4.285
55 C 0.176 -3.621 4.335
56 C -0.297 -2.819 3.313
57 C -1.631 -1.771 0.474
58 C -2.028 -3.104 0.606
59 C -3.238 -3.554 0.102
60 C -4.069 -2.674 -0.575
61 C -3.676 -1.361 -0.767
62 C -2.463 -0.911 -0.254
63 H -2.885 -1.764 6.867
64 H -3.437 -1.495 5.208
65 H -3.910 -0.369 6.512
66 H -1.756 2.081 4.804
67 H -3.254 1.180 4.663
68 H -2.238 1.333 2.435
69 H -2.187 -0.338 2.979
70 H 0.193 -0.029 3.697
71 H 0.140 1.644 3.162
72 H 2.677 2.782 -1.020
73 H 2.084 5.047 -1.774
74 H -0.014 6.104 -1.004
75 H -1.521 4.884 0.530
76 H -0.945 2.612 1.283
77 H 2.332 3.131 2.282
78 H 4.249 3.365 3.805
79 H 5.844 1.503 4.088
80 H 5.530 -0.605 2.838
81 H 3.601 -0.860 1.314
82 H 2.459 -2.817 1.317
83 H 3.295 -4.241 3.159
84 H 1.836 -4.748 5.086
85 H -0.466 -3.860 5.172
86 H -1.312 -2.442 3.357
87 H -1.382 -3.800 1.122
88 H -3.522 -4.590 0.229
89 H -5.009 -3.015 -0.989
90 H -4.296 -0.693 -1.351
91 H -1.015 0.440 -0.821
92 N -2.014 0.386 -0.617
93 C -2.730 1.480 -0.915
94 C -2.326 2.213 -2.116
95 C -3.296 2.880 -2.878
96 C -2.941 3.552 -4.035
97 C -1.616 3.586 -4.438
98 C -0.650 2.893 -3.714
99 C -1.003 2.189 -2.582
100 C -3.796 1.975 -0.054
101 C -4.408 1.206 0.959
102 C -5.342 1.767 1.803
103 C -5.679 3.112 1.684
104 C -5.050 3.902 0.736
105 C -4.119 3.346 -0.121
106 H -4.339 2.818 -2.599
107 H -3.703 4.046 -4.623
108 H -1.334 4.139 -5.324
109 H 0.382 2.904 -4.040
110 H -0.228 1.655 -2.046
111 H -4.171 0.164 1.080
112 H -5.815 1.155 2.560
113 H -6.420 3.544 2.344
114 H -5.275 4.958 0.670
115 H -3.585 3.993 -0.800

***

Record 2
Computed, not measured: a molecular structure, C54H52GeIO2P2Se3SiY in a non-equilibrium geometry, with ωB97M-V with the def2-TZVPD basis set.

Results
- 2S+1 = 1
- net charge = -2
- LUMO level (spin up / spin down) (eV) = 3.875 / 3.856
- Kohn-Sham gap (spin up / spin down) (eV) = 4.220 / 4.539

Positions of all 117 atoms, in Å:
1 Y 0.326 0.493 -0.853
2 C 1.244 3.484 1.467
3 Si 1.031 1.662 1.930
4 C 0.138 1.813 3.643
5 C 0.940 2.239 4.725
6 C 0.463 3.112 5.677
7 C -0.940 3.290 5.723
8 C -1.797 2.724 4.796
9 C -1.269 1.964 3.707
10 P -2.371 1.702 2.262
11 C -3.853 0.748 2.817
12 C -4.718 0.337 1.853
13 C -5.941 -0.304 2.171
14 C -6.307 -0.465 3.509
15 C -5.407 -0.064 4.516
16 C -4.175 0.476 4.187
17 C -2.953 3.381 1.777
18 C -4.305 3.590 1.594
19 C -4.708 4.696 0.865
20 C -3.770 5.610 0.390
21 C -2.397 5.422 0.659
22 C -2.066 4.396 1.489
23 C 2.844 1.127 2.410
24 C 3.854 1.967 2.889
25 C 5.098 1.464 3.237
26 C 5.381 0.092 3.229
27 C 4.430 -0.744 2.579
28 C 3.197 -0.207 2.157
29 P 1.881 -1.135 1.243
30 C 1.031 -1.911 2.606
31 C 1.183 -1.432 3.882
32 C 0.689 -2.179 4.999
33 C 0.069 -3.420 4.773
34 C -0.151 -3.824 3.439
35 C 0.266 -3.071 2.370
36 C 2.929 -2.252 0.267
37 C 2.677 -3.631 0.067
38 C 3.706 -4.468 -0.277
39 C 5.036 -3.983 -0.436
40 C 5.233 -2.618 -0.299
41 C 4.132 -1.771 -0.133
42 H 2.281 3.623 1.118
43 H 1.092 4.148 2.375
44 H 0.521 3.827 0.684
45 H 1.961 1.731 4.760
46 H 1.088 3.584 6.434
47 H -1.384 3.950 6.477
48 H -2.843 2.907 4.921
49 H -4.573 0.565 0.753
50 H -6.580 -0.716 1.350
51 H -7.279 -0.936 3.801
52 H -5.639 -0.254 5.563
53 H -3.449 0.705 4.935
54 H -5.101 3.019 2.065
55 H -5.782 4.929 0.686
56 H -4.115 6.378 -0.273
57 H -1.644 6.125 0.268
58 H -1.052 4.430 1.909
59 H 3.745 3.078 2.904
60 H 5.870 2.189 3.519
61 H 6.403 -0.215 3.489
62 H 4.632 -1.788 2.414
63 H 1.720 -0.531 4.102
64 H 0.843 -1.685 5.977
65 H -0.206 -4.098 5.518
66 H -0.825 -4.672 3.192
67 H -0.118 -3.298 1.367
68 H 1.773 -4.085 0.345
69 H 3.471 -5.521 -0.499
70 H 5.845 -4.638 -0.663
71 H 6.245 -2.152 -0.502
72 H 4.392 -0.672 -0.102
73 O -2.712 3.328 -6.513
74 C -1.686 3.827 -5.656
75 C -0.952 2.660 -4.900
76 C -0.316 1.641 -5.958
77 O 0.214 0.488 -5.311
78 C -2.059 1.925 -4.009
79 Se -1.881 1.897 -2.081
80 C 0.233 3.290 -4.172
81 Se 0.309 3.151 -2.136
82 H -2.460 3.470 -7.457
83 H -2.133 4.484 -4.839
84 H -0.899 4.313 -6.263
85 H 0.516 2.112 -6.441
86 H -1.082 1.334 -6.690
87 H 1.152 0.749 -5.043
88 H -1.987 0.815 -4.194
89 H -3.060 2.240 -4.250
90 H 0.288 4.371 -4.313
91 H 1.209 2.825 -4.461
92 I 3.609 1.823 -5.039
93 Se -1.643 -0.052 0.980
94 Ge -0.073 -1.932 -2.479
95 C -0.649 -3.797 -1.984
96 C -1.715 -4.009 -1.138
97 C -2.095 -5.303 -0.804
98 C -1.614 -6.392 -1.475
99 C -0.614 -6.189 -2.458
100 C -0.041 -4.926 -2.635
101 C 1.424 -2.371 -3.620
102 C 1.076 -2.895 -4.836
103 C 1.975 -2.896 -5.917
104 C 3.295 -2.498 -5.746
105 C 3.687 -2.026 -4.492
106 C 2.731 -1.868 -3.494
107 H -1.138 -1.767 -3.579
108 H -2.136 -3.214 -0.556
109 H -2.876 -5.366 -0.052
110 H -1.925 -7.387 -1.233
111 H -0.218 -6.970 -3.060
112 H 0.843 -4.786 -3.256
113 H 0.123 -3.455 -4.920
114 H 1.534 -3.276 -6.842
115 H 4.020 -2.472 -6.550
116 H 4.726 -1.795 -4.313
117 H 3.058 -1.333 -2.609

***

Record-wise molar mass values, in g/mol: 1313.92, 1348.34
Record-wise total energy values, in eV: -113668.8228, -349088.8091
Record-wise relative energy (zero: lowest compared OMol25 entry of this formula, charge and spin) values, in kcal per mole: 0.0, 125.9